(1)
Computed, not measured: a cluster of 2 separate species, C12H27B in total, with wB97M-V/def2-TZVPD.

As for the relative energy (zero: lowest compared OMol25 entry of this formula, charge and spin): 42.4 kcal/mol. The LUMO energy is 0.4 eV. Its SMILES is C[C@H](C(C)(C)C)[C@]1(C)CC1(C)C.B. The HOMO energy comes out at -0.3563 Ha.

```
! RIJCOSX wB97M-V def2-TZVPD def2/J DEFGRID3
* xyz 0 1
C -0.87076 -0.76660 1.85752
C -0.83167 0.05313 0.56309
C -1.70569 -0.57389 -0.56839
C -1.31075 -0.01229 -1.93715
C -1.65027 -2.10567 -0.60954
C -3.16849 -0.17667 -0.31871
C 0.62531 0.37529 0.21698
C 1.49606 -0.81393 -0.13500
C 1.31466 1.39404 1.10028
C 1.03562 1.73695 -0.33392
C 0.03534 2.84717 -0.59453
C 2.19548 1.84078 -1.30942
H -0.29815 -0.25579 2.62897
H -0.44487 -1.75633 1.72692
H -1.89273 -0.87629 2.21316
H -1.30742 1.00914 0.80036
H -1.43102 1.06594 -1.94653
H -0.28218 -0.24601 -2.18967
H -1.95333 -0.42743 -2.71131
H -2.16371 -2.46353 -1.50320
H -2.15289 -2.53436 0.25529
H -0.63081 -2.48162 -0.63540
H -3.81378 -0.63040 -1.06867
H -3.50649 -0.51100 0.65925
H -3.29308 0.90255 -0.37496
H 1.10744 -1.38718 -0.97225
H 2.50443 -0.50233 -0.38327
H 1.58633 -1.48848 0.73204
H 0.73987 1.89950 1.86225
H 2.33316 1.19160 1.39814
H 0.50117 3.80403 -0.35579
H -0.86001 2.75779 0.01231
H -0.25288 2.87161 -1.64377
H 2.43431 2.88907 -1.47944
H 3.09529 1.36042 -0.93555
H 1.93495 1.39414 -2.26861
B 2.68782 -2.31451 2.01992
H 3.51601 -2.63500 1.26220
H 2.84174 -1.36476 2.67925
H 1.83599 -3.06912 2.28715
*
```

Atomic partial charges in e from the Löwdin method, atoms 1 to 5: -0.0384, -0.2616, -0.5442, -0.0362, -0.0499

=====

(2)
Computed, not measured: a cluster of 13 separate species, C14H54N6O13 in total, with wB97M-V/def2-TZVPD.

As for the relative energy (zero: lowest compared OMol25 entry of this formula, charge and spin): 11.6 kcal/mol. The LUMO energy is 0.0 eV. The HOMO energy comes out at -0.3358 Ha.

```
! RIJCOSX wB97M-V def2-TZVPD def2/J DEFGRID3
* xyz 0 1
C -1.14488 0.08380 -0.45081
C 0.20238 -0.29376 0.22180
O 1.12112 0.74074 -0.10640
H -1.68004 1.05692 -0.23322
H -1.84033 -0.71340 -0.18375
H -1.07650 0.04046 -1.53577
H 0.54891 -1.26328 -0.16793
H 0.11934 -0.39581 1.27124
H 0.88306 1.49296 0.48734
C 0.89152 0.20711 -3.28140
O 1.15753 -1.04318 -2.69250
N 1.13605 1.32549 -2.65276
N 0.26896 0.42935 -4.41353
H 1.36781 1.15680 -1.63584
H 0.88576 2.22874 -3.04768
H -0.22929 -0.35614 -4.85328
H 0.21277 1.39711 -4.86813
C -2.97439 0.63361 -3.25366
O -2.81305 -0.72346 -3.40311
N -2.02197 1.51709 -3.32854
N -4.16344 1.15109 -3.07866
H -1.13652 1.00060 -3.55899
H -1.87568 2.39792 -2.75829
H -4.89446 0.51166 -2.86060
H -4.23950 2.20327 -2.91571
C 1.16386 -3.06618 3.19408
O 1.44950 -2.50135 4.41509
N 0.21203 -2.60824 2.43186
N 1.83243 -4.05240 2.66440
H -0.34830 -1.77781 2.76969
H 0.12408 -2.93554 1.43872
H 2.37926 -4.58370 3.32988
H 1.72982 -4.34094 1.71077
C 3.76687 2.72540 1.14686
O 3.30388 2.44006 -0.13404
H 4.86557 3.00911 1.09922
H 3.57824 1.84252 1.72230
H 3.24079 3.52350 1.60838
H 3.73119 1.61392 -0.44416
C 3.29849 -1.15097 1.56865
O 3.95574 -2.25214 2.06530
H 2.63870 -1.52902 0.76550
H 4.00830 -0.52813 1.03929
H 2.75375 -0.52044 2.26007
H 3.24914 -2.85230 2.41711
C 4.29714 -0.78491 -2.50050
O 3.62609 -0.10645 -1.49580
H 4.52220 -1.76186 -2.07486
H 5.17759 -0.19415 -2.80728
H 3.60891 -0.85505 -3.36916
H 2.86341 -0.64232 -1.31831
C -3.72046 2.35589 0.83160
O -4.56612 3.16352 1.56962
H -3.90887 1.35081 1.00397
H -2.72844 2.48963 1.16785
H -3.79130 2.51156 -0.19960
H -5.45543 2.93738 1.31629
C 0.62819 -4.59868 -3.21164
O -0.05183 -3.56984 -2.48694
H 1.00187 -5.26903 -2.48687
H 1.39589 -4.20401 -3.92422
H -0.13688 -5.08183 -3.83527
H 0.35664 -2.75798 -2.66471
C -4.37465 -1.29595 -0.78927
O -5.73210 -0.96962 -0.79295
H -3.73490 -0.37156 -0.79520
H -4.08946 -1.89714 -1.69204
H -3.95104 -1.85353 0.04073
H -6.21118 -1.82171 -0.87174
C 0.02862 3.58295 0.44813
O 0.27453 3.00479 1.71312
H -0.39180 4.54426 0.56682
H -0.76860 3.05754 -0.16247
H 1.02138 3.62251 -0.05414
H -0.33902 3.32351 2.30810
C 1.37190 1.24879 3.90317
O 1.61770 2.45187 4.55926
H 1.92460 0.37519 4.31515
H 1.63169 1.25699 2.78443
H 0.24580 1.13937 3.86965
H 1.93185 2.23314 5.38529
C -2.35186 -0.21153 2.66339
O -1.28348 -0.74886 3.45999
H -2.14159 0.73098 2.21747
H -3.19738 -0.01360 3.30526
H -2.74275 -0.97435 1.95087
H -1.49537 -0.63771 4.38402
*
```

Atomic partial charges in e from the Löwdin method, atoms 1 to 5: -0.0503, -0.2437, -0.1291, 0.0676, 0.0516

=====

(3)
Computed, not measured: a structure of composition C9H21CeINOP2Se, with wB97M-V/def2-TZVPD.

The LUMO energy (alpha / beta) is -8.2 / -8.1 eV. The HOMO energy (alpha / beta) comes out at -0.5040 / -0.5044 Ha.

```
! RIJCOSX wB97M-V def2-TZVPD def2/J DEFGRID3
* xyz 2 2
C -0.18052 -0.01710 -5.24930
I -0.57037 0.07903 -3.02439
H 0.89941 0.08640 -5.37635
H -0.71594 0.79648 -5.74906
H -0.53198 -0.98668 -5.61450
Ce 0.56565 -0.01739 0.03978
P 0.04997 2.58164 0.33654
C -1.50450 3.48637 -0.01129
C 0.77830 3.32376 1.84995
H 0.95152 4.40662 1.82842
H 1.38210 4.13633 -1.03417
H 1.74480 2.84852 2.06179
H 2.20859 2.60554 -0.84901
H -2.24835 3.25978 0.78139
H 0.14424 3.10027 2.71863
C 1.22225 3.05794 -1.00211
H -1.42732 4.59211 -0.08078
H 0.89309 2.75114 -2.00098
H -1.95486 3.13397 -0.96287
P 0.09088 -2.58000 0.71756
C -1.45554 -3.53988 0.50349
C 1.27157 -3.23584 -0.54119
H 1.78322 -2.61660 2.45282
H 1.03114 -4.20777 2.40045
H 0.19193 -2.83208 3.14822
C 0.82780 -3.13642 2.30642
H 2.25140 -2.74933 -0.45923
H 1.45008 -4.30444 -0.40884
H -1.36192 -4.64116 0.59612
H -1.91586 -3.33585 -0.48516
H 0.93932 -3.09159 -1.57609
H -2.19649 -3.20989 1.25981
C -1.79913 -0.04195 0.03037
O -2.96197 -0.04816 0.06301
Se -0.07167 0.02010 5.34261
C 0.02888 0.14935 3.59322
N 0.19026 0.17676 2.39468
*
```

Atomic partial charges in e from the Löwdin method, atoms 1 to 5: -0.3172, 0.9709, 0.0193, 0.0301, 0.0264

=====

(4)
Computed, not measured: a structure of composition C22H33DyN3P2S, with wB97M-V/def2-TZVPD.

As for the relative energy (zero: lowest compared OMol25 entry of this formula, charge and spin): 0.0 kcal/mol. The LUMO energy (alpha / beta) is -2.7 / -2.6 eV. The HOMO energy (alpha / beta) comes out at -0.3505 / -0.3521 Ha.

```
! RIJCOSX wB97M-V def2-TZVPD def2/J DEFGRID3
* xyz 1 6
C -1.61662 -3.52190 -2.77718
C -1.34152 -2.25036 -2.26413
C -1.97239 -1.84170 -1.05795
C -2.90042 -2.68471 -0.43223
C -3.19058 -3.94085 -0.98960
C -2.53941 -4.37002 -2.15383
C -3.51333 -2.20131 0.86449
C -3.78475 -0.71672 0.78572
C -2.82881 0.06152 0.12206
C -2.98145 1.46801 0.03470
C -4.06097 2.07245 0.68105
C -5.01472 1.30521 1.36103
C -4.88251 -0.09040 1.39876
H -1.11813 -3.83954 -3.70066
H -3.92083 -4.59099 -0.49556
H -2.75531 -5.35651 -2.57890
H -4.41622 -2.77068 1.12572
H -4.17616 3.16181 0.62343
H -5.86420 1.79282 1.85202
H -5.62740 -0.69990 1.92294
N -1.75507 -0.57899 -0.50836
Dy 0.08869 -0.08109 0.06161
C -0.38570 -1.31762 -2.98271
H -0.86848 -0.34122 -3.17537
H -0.05218 -1.75014 -3.93629
C -2.01424 2.27983 -0.80988
H -1.99667 1.87760 -1.84135
H -2.30651 3.33430 -0.84360
P 1.08531 -0.96062 -1.91236
P -0.25728 2.25885 -0.26461
C -0.12509 3.30773 1.18212
H 0.92590 3.36782 1.51345
H -0.49103 4.30680 0.91723
H -0.72348 2.88632 2.00482
C 0.67027 3.05851 -1.57035
H 0.38086 4.11715 -1.59948
H 1.75534 2.97729 -1.38471
H 0.44781 2.59280 -2.54417
C 1.85769 -2.59546 -1.68443
H 1.94250 -3.12011 -2.64933
H 2.86195 -2.46797 -1.24610
H 1.24965 -3.20593 -0.99687
C 2.25867 -0.05448 -2.95386
H 3.12004 0.26949 -2.34517
H 2.61250 -0.69940 -3.77270
H 1.78309 0.84305 -3.37803
H -2.77589 -2.37257 1.68380
H -0.57878 0.52571 1.53426
C 4.40713 -0.28895 4.17547
N 3.58741 -0.44467 2.96432
C 3.21151 0.56584 2.10780
S 2.00308 0.34647 1.30671
N 3.87656 1.76339 1.92566
C 5.30303 2.00512 2.18835
H 4.65819 0.76571 4.34767
H 5.32355 -0.90091 4.08931
H 3.83635 -0.62499 5.05344
H 3.16424 -1.39872 2.87094
H 3.40617 2.55682 1.43055
H 5.79899 2.32546 1.26068
H 5.41428 2.80086 2.94699
H 5.80537 1.08471 2.51269
*
```

Atomic partial charges in e from the Löwdin method, atoms 1 to 5: -0.0495, -0.2335, -0.2148, -0.1422, -0.0198

=====

(5)
Computed, not measured: a cluster of 8 separate species, C5H23N3O7 in total, with wB97M-V/def2-TZVPD.

As for the relative energy (zero: lowest compared OMol25 entry of this formula, charge and spin): 0.0 kcal/mol. The LUMO energy is 0.4 eV. Its SMILES is NCCc1cnc[nH]1.O.O.O.O.O.O.O. The HOMO energy comes out at -0.3217 Ha.

```
! RIJCOSX wB97M-V def2-TZVPD def2/J DEFGRID3
* xyz 0 1
N -0.71443 2.53767 0.16741
C -0.89886 2.29102 1.59900
C -1.52132 0.90921 1.84123
C -0.62392 -0.15691 1.26813
C -0.87307 -1.17457 0.36127
N 0.31715 -1.83376 0.12007
C 1.23864 -1.26793 0.88151
N 0.69078 -0.26549 1.62047
H -0.38595 3.46791 -0.04198
H -0.07540 1.85004 -0.22151
H 0.04161 2.46632 2.11701
H -1.53810 3.08708 2.00603
H -1.43648 0.62586 2.90433
H -2.51477 0.91516 1.40650
H -1.78599 -1.41241 -0.17468
H 2.23294 -1.64571 0.97230
H 1.27457 0.54893 1.85445
O 3.69335 0.81974 -0.68856
H 4.46205 1.16732 -1.15090
H 3.12970 0.49225 -1.42912
O -2.66704 -1.10984 -3.17540
H -3.27091 -0.55304 -3.68726
H -2.42838 -0.48182 -2.45508
O -2.66121 0.63564 -1.09829
H -2.84692 1.58491 -1.09884
H -1.81829 0.63946 -0.61212
O 1.79822 0.18439 -2.42783
H 1.14726 -0.53196 -2.60650
H 1.67872 0.81164 -3.14290
O 2.55807 2.03265 1.34000
H 3.32123 1.83362 1.90250
H 2.92622 1.58622 0.52219
O -0.96796 -2.73951 3.48300
H -0.02264 -2.56315 3.45514
H -1.07918 -3.10847 2.59681
O -0.07073 -1.62604 -3.21493
H -0.08110 -2.20837 -2.46116
H -0.86685 -1.03863 -3.27613
*
```

Atomic partial charges in e from the Löwdin method, atoms 1 to 5: 0.0087, -0.2697, -0.1119, -0.3033, -0.1201

=====

(6)
Computed, not measured: a structure of composition C6H14NOS, with wB97M-V/def2-TZVPD.

As for the relative energy (zero: lowest compared OMol25 entry of this formula, charge and spin): 2.4 kcal/mol. The LUMO energy is -3.1 eV. The HOMO energy comes out at -0.4996 Ha.

```
! RIJCOSX wB97M-V def2-TZVPD def2/J DEFGRID3
* xyz 1 1
C -0.99869 -1.43358 0.61475
C -0.06702 -1.79068 -0.54097
C -0.53212 -0.18882 1.36315
C -0.12469 -0.76395 -1.62619
C -0.56500 1.08465 0.50428
C 0.23876 0.95776 -0.77989
N 1.69157 0.96013 -0.41451
O 0.05476 2.17329 1.18571
S -0.06390 2.22436 -2.02425
H -2.00467 -1.27163 0.22807
H -1.04133 -2.26623 1.31657
H 0.95251 -1.93249 -0.17070
H -0.37962 -2.74530 -0.97125
H -1.18553 -0.02979 2.22343
H 0.47916 -0.34353 1.74914
H 0.63829 -0.82392 -2.38893
H -1.11044 -0.60203 -2.04046
H -1.60375 1.32344 0.24233
H 1.74018 1.56755 0.43132
H 2.24881 1.37619 -1.17197
H 2.03349 0.01520 -0.19721
H -0.46238 2.41909 1.95954
H -0.25596 3.21665 -1.15212
*
```

Atomic partial charges in e from the Löwdin method, atoms 1 to 5: -0.1784, -0.2264, -0.1348, -0.0282, -0.3918

=====

One value per record, in order, for M: 182.160; 514.615; 567.201; 596.042; 237.253; 148.251 g mol⁻¹.